*1*
This record from the Open Molecules 2025 dataset describes 2 unconnected molecules or ions with the total composition CH3ClO2S. The level of theory is ωB97M-V with the def2-TZVPD basis set.

Cartesian coordinates (Å):
C -1.35 0.26 0.50
O -0.88 -1.20 -1.40
O -1.34 0.97 -0.54
S -1.12 -1.39 0.11
Cl 4.18 0.05 0.18
H 3.18 0.23 0.91
H -1.38 0.76 1.51
H -1.29 0.32 -1.27

For the gap between HOMO and LUMO, the calculation gives 9.07 eV. The charge is 0. The HOMO energy is -9.0 eV.

***

*2*
This record from the Open Molecules 2025 dataset describes 2 unconnected molecules or ions with the total composition CH3ClO2S. The level of theory is ωB97M-V with the def2-TZVPD basis set.

Cartesian coordinates (Å):
C 0.67 0.18 -0.69
O -2.20 -1.49 -0.12
O 0.79 1.45 -0.33
S -1.46 -0.38 0.43
Cl -0.27 -0.88 2.12
H 0.12 -0.11 -1.61
H 1.45 -0.40 -0.41
H 0.90 1.64 0.60

For the gap between HOMO and LUMO (spin up / spin down), the calculation gives 8.08 / 8.08 eV. The charge is 0. The HOMO energy (spin up / spin down) is -8.4 / -8.4 eV.

***

The computed energies, referenced to the most stable structure and given in kJ/mol, are *1* 0.0; *2* 104.7.

***

*1*
This record from the Open Molecules 2025 dataset describes 2 unconnected molecules or ions with the total composition C2HF4IO. The level of theory is ωB97M-V with the def2-TZVPD basis set.

Cartesian coordinates (Å):
C -0.85 -0.52 -0.19
C 0.71 1.10 0.48
O -0.29 -1.18 -1.10
F -0.93 -1.15 0.98
F -2.04 0.15 -0.46
F 0.41 2.32 0.01
F 0.83 1.06 1.85
I 2.43 0.41 -0.57
H -0.28 -2.17 -1.01

For the gap between HOMO and LUMO, the calculation gives 8.82 eV. The charge is 0. The HOMO energy is -9.1 eV.

***

*2*
This record from the Open Molecules 2025 dataset describes 2 unconnected molecules or ions with the total composition C2HF4IO. The level of theory is ωB97M-V with the def2-TZVPD basis set.

Cartesian coordinates (Å):
C 1.32 0.61 -0.21
C 1.04 -0.57 0.32
O -2.06 0.17 -0.69
F 1.91 1.54 0.52
F 1.11 0.99 -1.43
F 0.38 -1.63 -0.19
F 1.41 -0.73 1.63
I -3.68 0.06 0.35
H -1.43 -0.44 -0.30

For the gap between HOMO and LUMO, the calculation gives 8.94 eV. The charge is 0. As for the SMILES: FC(F)=C(F)F.OI. The HOMO energy is -9.5 eV.

***

The computed energies, referenced to the most stable structure and given in kJ/mol, are *1* 9.8; *2* 0.0.

***

*1*
This record from the Open Molecules 2025 dataset describes a molecular structure, C3H4Cl2O. The level of theory is ωB97M-V with the def2-TZVPD basis set.

Cartesian coordinates (Å):
C 0.11 1.40 0.32
C 0.50 0.24 0.71
C -0.92 0.29 0.72
H 1.38 0.97 -1.30
H 0.28 2.17 1.26
H 0.99 0.21 1.71
H -1.44 0.69 1.58
O 0.51 1.83 -0.89
Cl 1.52 -1.10 -0.08
Cl -1.72 -0.68 -0.32

For the gap between HOMO and LUMO, the calculation gives 9.33 eV. The charge is 0. The HOMO energy is -9.1 eV.

***

*2*
This record from the Open Molecules 2025 dataset describes C3H4Cl2O in the gas phase. The level of theory is ωB97M-V with the def2-TZVPD basis set.

Cartesian coordinates (Å):
C 1.34 -0.02 -0.03
C -1.06 0.19 0.47
C -0.04 -0.21 -0.56
O 1.87 -0.50 0.89
Cl 2.01 1.42 -0.70
Cl -0.01 -2.09 -0.68
H -0.83 -0.10 1.50
H -2.16 0.02 0.35
H -1.02 1.26 0.42
H -0.09 0.03 -1.66

For the gap between HOMO and LUMO, the calculation gives 11.32 eV. The charge is 0. As for the SMILES: C[C@H](Cl)C(=O)Cl. The HOMO energy is -11.0 eV.

***

*3*
This record from the Open Molecules 2025 dataset describes C3H4Cl2O in the gas phase. The level of theory is ωB97M-V with the def2-TZVPD basis set.

Cartesian coordinates (Å):
C -0.88 0.95 1.15
C 0.55 -0.14 -0.44
C 0.84 -1.13 -1.31
H -0.48 0.21 2.12
H -0.29 1.91 1.03
H -1.95 1.17 1.17
H 1.23 0.59 -0.11
O -0.75 0.13 0.02
Cl 2.32 -1.41 -2.13
Cl -0.59 -2.28 -1.51

For the gap between HOMO and LUMO, the calculation gives 9.66 eV. The charge is 0. As for the SMILES: COC=C(Cl)Cl. The HOMO energy is -9.0 eV.

***

*4*
This record from the Open Molecules 2025 dataset describes C3H4Cl2O in the gas phase. The level of theory is ωB97M-V with the def2-TZVPD basis set.

Cartesian coordinates (Å):
C -0.86 0.32 -1.10
C 1.09 0.13 0.62
C -0.35 -0.26 0.22
O -0.09 0.60 -1.97
Cl -0.70 -1.99 -0.28
Cl -1.44 0.04 1.61
H -2.06 0.43 -1.08
H 1.77 -0.73 0.97
H 1.18 1.01 1.36
H 1.46 0.45 -0.34

For the gap between HOMO and LUMO, the calculation gives 10.92 eV. The charge is 0. As for the SMILES: CC(Cl)(Cl)C=O. The HOMO energy is -10.6 eV.

***

The computed energies, referenced to the most stable structure and given in kJ/mol, are *1* 424.3; *2* 0.0; *3* 167.2; *4* 44.7.

***

*1*
This record from the Open Molecules 2025 dataset describes 2 unconnected molecules or ions with the total composition C3H9NO3. The level of theory is ωB97M-V with the def2-TZVPD basis set.

Cartesian coordinates (Å):
C -1.56 0.37 0.48
C -0.29 1.18 0.37
C 1.03 0.48 0.68
O 1.02 0.13 2.00
O 1.96 0.43 -0.04
N -1.54 -0.95 0.00
H -2.29 0.84 -0.22
H -2.07 0.47 1.44
H -0.37 2.12 0.92
H -0.21 1.50 -0.67
H 1.57 -0.66 2.15
H -2.25 -1.56 0.40
H -0.63 -1.42 -0.11
H 2.16 -1.33 -1.82
H 1.77 -0.33 -2.92
O 1.70 -1.27 -2.67

For the gap between HOMO and LUMO (spin up / spin down), the calculation gives 10.64 / 5.46 eV. The charge is +1. Its expectation value of S² is 0.75. The multiplicity is 2. The HOMO energy (spin up / spin down) is -14.5 / -14.5 eV.

***

*2*
This record from the Open Molecules 2025 dataset describes a molecular structure, C3H9NO3. The level of theory is ωB97M-V with the def2-TZVPD basis set.

Cartesian coordinates (Å):
H -0.90 -0.54 1.57
O -1.77 -0.87 0.78
O 0.31 -0.70 1.98
H -1.12 -0.41 -0.07
H -1.46 -1.79 0.85
C 1.26 -0.06 1.30
O 2.27 0.36 1.75
C 1.16 -0.23 -0.24
H 1.86 0.35 -0.83
N -0.17 -0.12 -0.76
H -0.24 -0.66 -1.63
H 1.58 -1.24 -0.38
C -0.64 1.27 -1.04
H -1.67 1.05 -1.34
H -0.47 1.88 -0.15
H 0.00 1.71 -1.80

For the gap between HOMO and LUMO (spin up / spin down), the calculation gives 11.12 / 6.08 eV. The charge is +1. Its expectation value of S² is 0.76. The multiplicity is 2. The HOMO energy (spin up / spin down) is -15.5 / -15.4 eV.

***

*3*
This record from the Open Molecules 2025 dataset describes 2 unconnected molecules or ions with the total composition C3H9NO3. The level of theory is ωB97M-V with the def2-TZVPD basis set.

Cartesian coordinates (Å):
O -0.34 -1.60 -0.11
C 0.04 -0.43 0.11
C -0.65 0.73 0.76
C -0.16 2.13 0.39
O 1.29 2.28 0.51
N -2.09 0.60 0.63
H 1.19 -0.63 0.20
H -0.35 0.63 1.93
H -0.79 2.83 0.93
H -0.34 2.27 -0.69
H 1.34 1.92 1.42
H -2.11 -0.32 0.33
H -2.42 0.98 -0.27
H 2.01 -4.48 -2.38
H 1.26 -3.22 -1.93
O 2.10 -3.71 -1.82

For the gap between HOMO and LUMO (spin up / spin down), the calculation gives 7.77 / 4.54 eV. The charge is +1. Its expectation value of S² is 0.76. The multiplicity is 2. The HOMO energy (spin up / spin down) is -14.5 / -14.5 eV.

***

The computed energies, referenced to the most stable structure and given in kJ/mol, are *1* 0.0; *2* 152.4; *3* 292.3.

***

*1*
This record from the Open Molecules 2025 dataset describes 2 unconnected molecules or ions with the total composition C3H11NO. The level of theory is ωB97M-V with the def2-TZVPD basis set.

Cartesian coordinates (Å):
C 2.13 0.19 2.37
O 1.42 1.34 1.98
H 2.42 0.00 3.41
H 3.02 -0.06 1.80
H 1.42 -0.65 2.24
C -0.87 -0.39 -2.54
C -1.44 -0.73 -1.13
N -1.63 0.47 -0.34
H -0.17 -1.17 -2.83
H -0.28 0.51 -2.45
H -1.70 -0.17 -3.21
H -0.72 -1.44 -0.68
H -2.43 -1.12 -1.32
H 1.99 2.09 2.20
H -2.37 0.35 0.34
H -0.80 0.77 0.17

For the gap between HOMO and LUMO, the calculation gives 9.71 eV. The charge is 0. As for the SMILES: CCN.CO. The HOMO energy is -8.9 eV.

***

*2*
This record from the Open Molecules 2025 dataset describes 2 unconnected molecules or ions with the total composition C3H11NO. The level of theory is ωB97M-V with the def2-TZVPD basis set.

Cartesian coordinates (Å):
N -0.31 -1.66 -0.42
C 0.15 0.70 1.08
C 1.02 -1.51 0.23
C 0.91 -0.59 1.46
H -0.61 -0.75 -0.79
H -0.18 -2.27 -1.24
H 0.71 1.05 0.19
H 0.26 1.46 1.88
H -0.91 0.62 0.81
H 1.76 -1.05 -0.45
H 1.41 -2.50 0.53
H 1.91 -0.31 1.86
H 0.37 -1.12 2.27
O -2.56 2.60 -2.47
H -2.04 3.38 -2.17
H -1.88 1.96 -2.78

For the gap between HOMO and LUMO, the calculation gives 10.06 eV. The charge is 0. As for the SMILES: CCCN.O. The HOMO energy is -9.4 eV.

***

The computed energies, referenced to the most stable structure and given in kJ/mol, are *1* 68.9; *2* 0.0.

***

*1*
This record from the Open Molecules 2025 dataset describes 2 unconnected molecules or ions with the total composition C3H11NO. The level of theory is ωB97M-V with the def2-TZVPD basis set.

Cartesian coordinates (Å):
C -0.61 -3.12 4.28
C 0.33 -4.34 4.49
H -0.78 -2.70 3.27
H -1.59 -3.17 4.81
H -0.17 -2.26 4.84
H 1.23 -4.47 3.90
H -0.21 -5.28 4.35
H 0.50 -4.56 5.53
N 0.63 4.64 -4.25
C -0.20 3.47 -4.15
O -0.44 2.66 -5.41
H 1.40 4.62 -4.93
H 1.14 4.83 -3.40
H -1.19 3.72 -3.76
H 0.19 2.71 -3.42
H -0.24 3.24 -6.15

For the gap between HOMO and LUMO, the calculation gives 10.55 eV. The charge is 0. As for the SMILES: NCO.CC. The HOMO energy is -9.5 eV.

***

*2*
This record from the Open Molecules 2025 dataset describes 2 unconnected molecules or ions with the total composition C3H11NO. The level of theory is ωB97M-V with the def2-TZVPD basis set.

Cartesian coordinates (Å):
C -0.22 -1.52 -1.61
C 0.57 -0.30 -1.20
N 0.28 0.01 0.21
C 0.65 1.33 0.65
H 0.23 -2.34 -1.04
H -0.25 -1.85 -2.65
H -1.26 -1.44 -1.31
H 0.18 0.61 -1.67
H 1.65 -0.31 -1.40
H 0.46 -0.74 0.86
H 1.34 1.77 -0.08
H -0.14 2.08 0.73
H 1.19 1.33 1.60
H -1.57 1.29 2.25
H -1.74 -0.32 2.10
O -1.35 0.42 2.56

For the gap between HOMO and LUMO, the calculation gives 9.41 eV. The charge is 0. As for the SMILES: CCNC.O. The HOMO energy is -8.4 eV.

***

The computed energies, referenced to the most stable structure and given in kJ/mol, are *1* 56.4; *2* 0.0.